ORCA calculation (wB97M-V/def2-TZVPD) on a molecular structure, C6H12.

```
18
Properties=species:S:1:pos:R:3:forces:R:3:mulliken_charge:R:1
H 2.155240 -1.931080 2.233814 -2.2 1.1 1.1 0.236
C 0.611572 -1.153363 0.960636 1.2 8.3 2.3 -0.439
H -0.794600 2.278960 -0.613542 0.9 0.1 -1.3 0.338
H -1.833555 0.098050 -2.230308 -0.4 -1.4 0.8 0.320
H -0.536780 1.846335 -2.355613 -0.4 1.0 -1.9 0.424
C 1.147616 -1.304278 2.403006 4.6 2.1 -3.5 -0.998
H 0.280168 -1.889768 0.419139 -1.7 -4.6 -2.5 0.540
C 0.480171 0.108931 0.349528 -0.3 -3.4 2.0 -0.359
C -0.109460 1.827597 -1.408736 2.2 0.0 3.8 -1.297
H 0.460921 -0.273032 -1.679963 -0.1 0.2 -0.3 0.261
C -0.201479 0.292930 -1.010461 3.1 0.8 0.5 0.402
H 1.108235 2.428393 -1.293828 -4.0 -2.2 -0.6 0.242
C -1.573105 -0.294959 -1.206388 -2.3 3.2 1.9 -0.977
H 0.488007 -1.720963 3.053126 -1.8 -1.5 1.8 0.346
H -1.608672 -1.370108 -0.959016 -0.2 0.6 -0.6 0.349
H 1.465509 -0.246871 2.815374 -0.6 -2.1 -0.9 0.225
H -2.381694 0.335041 -0.410067 2.2 -2.0 -2.2 0.186
H 0.841907 0.968185 0.933300 -0.3 -0.1 -0.5 0.200
```
Positions in Å, forces in eV/Å.

Output
2S+1   1
E   -235.68481 hartree
Relative energy (zero: lowest compared OMol25 entry of this formula, charge and spin)   350.3 kJ/mol
LUMO   1.1 eV
Molar mass   84.2 g/mol

=====

ORCA calculation (wB97M-V/def2-TZVPD) on 2 unconnected molecules or ions with the total composition C6H12.

```
18
Properties=species:S:1:pos:R:3:forces:R:3:mulliken_charge:R:1
H -1.509006 -0.949937 1.724311 0.0 0.0 -0.2 0.258
C 0.186527 0.456906 -0.660388 -0.1 -0.1 0.1 -0.004
C 1.554846 0.841502 -1.048390 0.2 -0.1 0.0 -0.375
H -1.621600 -2.012764 0.342745 0.0 0.1 0.0 0.271
H 1.796371 0.909587 2.407932 0.1 0.0 0.0 0.179
H -0.619946 1.057419 -1.079152 0.1 -0.1 0.1 0.306
H 1.711510 1.899209 -1.264729 0.0 -0.2 0.0 0.296
H -2.657341 -0.124088 -1.011658 0.0 0.0 0.2 0.329
C 2.589098 0.004965 -1.155876 -0.1 0.1 0.0 -0.718
C -2.635832 -0.122006 0.084412 0.0 0.0 0.0 -1.336
H 3.580483 0.358385 -1.419591 -0.1 0.0 0.0 0.263
C -0.105465 -0.533118 0.187723 0.1 0.1 -0.1 -0.365
H -3.593046 -0.516194 0.441703 0.2 0.1 -0.1 0.358
H 2.474683 -1.064348 -0.994164 0.0 0.1 0.0 0.258
C -1.480357 -0.959234 0.624819 0.0 0.0 0.0 -0.206
H -2.554640 0.918425 0.419582 0.0 -0.1 -0.1 0.330
H 2.163719 0.920866 1.760749 0.0 0.0 0.1 -0.178
H 0.719996 -1.085582 0.639970 -0.1 0.1 -0.1 0.334
```
Positions in Å, forces in eV/Å.

Output
2S+1   1
SMILES string   C=C/C=C/CC.[H][H]
E   -235.73262 hartree
Relative energy (zero: lowest compared OMol25 entry of this formula, charge and spin)   224.7 kJ/mol
LUMO   1.2 eV
Molar mass   84.2 g/mol

=====

ORCA calculation (wB97M-V/def2-TZVPD) on 2 unconnected molecules or ions with the total composition C6H12.

```
18
Properties=species:S:1:pos:R:3:forces:R:3:mulliken_charge:R:1
H -4.388710 1.809257 -5.171170 0.5 -0.1 0.0 0.238
H 3.368917 0.810837 1.982728 0.0 -0.3 0.5 0.249
H -2.259671 0.668087 -1.716861 0.2 -0.2 -0.4 0.275
H -2.545641 1.536657 -5.390149 -0.3 -0.2 0.4 0.244
H -1.308031 0.912057 -3.214910 -0.2 -0.3 0.2 0.283
C 2.511328 -0.526152 3.455407 0.9 1.4 -0.9 0.117
H 4.445087 -0.604082 2.581917 -0.3 0.3 0.0 0.219
H 3.424837 -2.360192 3.969477 -0.3 0.1 0.4 0.284
H 2.886768 -1.404622 5.386047 -0.2 -0.2 -0.3 0.230
C -3.438030 1.451427 -4.759600 -0.5 -0.2 1.9 -0.719
C -2.208781 0.434747 -2.793691 0.3 0.5 0.2 -0.926
H -4.344039 0.947427 -2.877220 0.2 0.2 -0.5 0.274
H 1.586248 0.062268 3.515297 0.3 -0.3 -0.1 0.270
H 1.688698 -2.308962 4.408237 0.3 0.3 0.0 0.274
C 3.500817 -0.051422 2.646288 -1.2 -1.1 0.8 -0.727
C 2.618968 -1.718062 4.362986 0.4 -0.2 -0.3 -0.916
H -2.116351 -0.657892 -2.912920 -0.1 0.4 0.1 0.235
C -3.422419 0.998617 -3.471860 0.0 0.1 -1.9 0.095
```
Positions in Å, forces in eV/Å.

Output
2S+1   1
SMILES string   C=CC.C=CC
E   -235.74182 hartree
Relative energy (zero: lowest compared OMol25 entry of this formula, charge and spin)   200.6 kJ/mol
LUMO   1.2 eV
Molar mass   84.2 g/mol

=====

ORCA calculation (wB97M-V/def2-TZVPD) on C6H12 in the gas phase.

```
18
Properties=species:S:1:pos:R:3:forces:R:3:mulliken_charge:R:1
H -0.059718 0.048234 1.631512 -0.2 0.1 -1.1 0.231
H 2.549292 0.890215 -0.132449 0.0 -0.7 -0.5 0.293
C -0.193811 0.053849 0.505313 -1.8 -1.4 0.6 0.957
H 2.521866 -0.350582 1.105474 0.9 -0.2 0.1 0.297
H -0.981829 2.098227 0.179846 -0.4 -0.5 0.0 0.401
H 0.643368 1.920617 0.237927 2.4 1.2 0.2 0.442
H -3.648137 -0.927081 -0.321436 0.8 1.0 0.3 0.256
H -1.136494 -1.914137 0.047781 -2.1 3.0 0.4 0.098
H -0.231336 1.240199 -1.203459 0.3 0.6 0.8 0.312
H 3.008833 -0.930282 -0.627267 -0.5 1.8 1.4 0.304
H -2.940072 0.881152 -0.101589 -0.3 -0.8 0.3 0.218
C -1.518270 -0.726804 0.153808 -1.3 -1.0 -0.1 -0.232
C -0.179396 1.406477 -0.097224 -2.3 0.3 -1.3 -1.616
C 0.912082 -0.704542 -0.168086 2.2 -1.2 0.1 -1.060
H 0.755189 -0.768817 -1.215111 -0.6 0.6 -1.3 0.502
C -2.832268 -0.215386 -0.044981 4.1 -2.1 -0.1 -0.695
C 2.400952 -0.190671 0.036388 -1.3 -1.6 -0.5 -1.077
H 0.929751 -1.810669 0.013559 -0.1 0.8 0.8 0.370
```
Positions in Å, forces in eV/Å.

Output
2S+1   1
SMILES string   C=C[C@H](C)CC
E   -235.72518 hartree
Relative energy (zero: lowest compared OMol25 entry of this formula, charge and spin)   244.3 kJ/mol
LUMO   1.1 eV
Molar mass   84.2 g/mol

=====

ORCA calculation (wB97M-V/def2-TZVPD) on C6H12 in the gas phase.

```
18
Properties=species:S:1:pos:R:3:forces:R:3:mulliken_charge:R:1
C 1.204263 0.082432 1.288286 0.0 0.0 0.1 -1.030
H 0.125535 0.486393 -2.011381 0.0 -0.1 0.2 0.283
H 0.756640 0.917475 1.838882 0.1 -0.1 -0.1 0.269
H -1.310115 1.198000 0.608572 0.0 0.0 -0.1 0.336
C -1.069225 1.325668 -0.451924 0.0 0.0 0.1 -1.564
H -0.657259 2.335358 -0.574051 0.0 -0.2 0.0 0.372
H 0.058480 -1.852394 -1.435958 -0.1 0.0 0.0 0.303
H 2.187149 -0.123595 1.720348 -0.1 0.1 -0.1 0.356
H 1.724979 1.362908 -0.366570 0.0 0.0 -0.1 0.373
C -0.484570 -1.156911 -0.794603 0.0 -0.1 0.2 -0.242
H 1.982695 -0.343186 -0.687902 -0.1 0.1 0.1 0.359
H -2.006271 1.274718 -1.017369 0.1 0.0 0.1 0.360
H -1.774631 -1.009124 0.879953 0.1 -0.1 -0.1 0.270
C -1.233411 -1.650125 0.187133 -0.2 0.0 -0.2 -0.860
C 1.295062 0.369430 -0.210993 0.2 0.1 0.0 -0.651
H 0.581417 -0.799355 1.461905 0.2 0.2 0.1 0.268
C -0.065610 0.282717 -0.947658 0.0 0.0 0.0 0.533
H -1.310377 -2.719800 0.355624 -0.1 0.1 -0.2 0.264
```
Positions in Å, forces in eV/Å.

Output
2S+1   1
SMILES string   C=C[C@@H](C)CC
E   -235.78188 hartree
Relative energy (zero: lowest compared OMol25 entry of this formula, charge and spin)   95.4 kJ/mol
LUMO   1.2 eV
Molar mass   84.2 g/mol

=====

ORCA calculation (wB97M-V/def2-TZVPD) on a molecular structure, C6H12AsF7O6Tl.

```
33
Properties=species:S:1:pos:R:3:forces:R:3:mulliken_charge:R:1
O 27.840916 -28.083095 10.435822 -1.8 -0.2 -0.5 -0.524
H 20.586548 -27.270395 9.153296 0.0 0.3 0.1 0.210
F 26.691905 -28.892572 7.595681 -1.8 0.8 2.3 -0.350
F 22.631252 -28.728614 13.514570 -0.4 0.0 -0.7 -0.408
F 21.370962 -30.211303 11.866309 1.4 1.2 -0.3 -0.429
C 28.826886 -27.459902 10.789413 3.2 0.7 0.2 0.839
O 23.289417 -26.022475 9.305045 0.7 -0.5 0.3 -0.351
F 20.938589 -27.787517 11.753061 1.3 -0.4 0.0 -0.435
H 21.502130 -22.460401 8.071925 0.5 -0.7 -0.5 0.315
H 20.128701 -26.825829 7.492574 -0.2 0.6 0.2 0.297
H 28.971758 -28.431716 8.403329 -0.6 0.9 0.4 0.172
C 20.907621 -26.758539 8.248253 0.1 -1.4 -0.3 -0.537
O 22.774682 -23.884720 8.954450 0.7 -1.0 0.9 -0.300
O 21.270706 -25.405525 8.477682 0.4 0.2 0.5 -0.342
Tl 25.088426 -28.158046 9.689275 -0.2 -0.3 -0.2 1.730
H 20.792190 -23.166198 9.391611 0.5 -0.5 0.8 0.332
F 23.931318 -29.692893 11.642567 0.3 0.2 -0.4 -0.497
H 31.120528 -26.560818 11.759588 -0.3 -0.5 -0.2 0.318
O 29.914601 -27.289497 9.995413 -1.9 -0.6 0.5 -0.298
O 29.032107 -27.004596 12.003658 -1.1 -0.3 -0.6 -0.295
F 23.435841 -27.347378 11.676723 0.7 0.1 -0.5 -0.462
H 22.207833 -22.006058 9.503629 0.1 -0.5 0.7 0.310
H 30.544755 -28.794604 8.687616 0.6 0.5 0.4 0.296
As 22.366258 -28.775391 11.822557 -1.0 -0.8 1.0 1.955
F 22.521614 -28.783762 10.043236 0.2 0.0 -0.7 -0.415
H 30.200844 -25.361895 12.611919 -0.7 0.0 -0.5 0.290
H 21.739293 -27.324178 7.825162 0.2 0.2 0.2 0.235
H 30.523099 -26.804239 13.414634 -0.3 -0.6 -0.2 0.287
C 29.886788 -27.922233 8.708578 0.3 -1.0 -1.0 -0.526
H 30.203193 -27.181772 7.979916 0.0 -0.1 0.0 0.292
C 30.269866 -26.434780 12.421512 1.3 1.1 0.9 -0.626
C 21.786863 -22.896723 9.040609 -1.5 2.2 -1.3 -0.710
C 22.476592 -25.167940 8.992243 -0.6 0.2 -1.8 0.624
```
Positions in Å, forces in eV/Å.

Output
2S+1   1
E   -3794.17252 hartree
Relative energy (zero: lowest compared OMol25 entry of this formula, charge and spin)   0.0 kJ/mol
LUMO   -10.9 eV
Molar mass   592.4 g/mol
Charge   +1